{"formula": "C6H25NO8", "method": "wB97M-V/def2-TZVPD", "e_above_lowest_kj_mol": 137.6, "homo_lumo_gap_ev": 10.6, "lumo_ev": 0.24, "smiles": "C=CC[C@@H](C)NC=O.O.O.O.O.O.O.O", "elements": ["C", "C", "C", "C", "C", "N", "C", "O", "H", "H", "H", "H", "H", "H", "H", "H", "H", "H", "H", "O", "H", "H", "O", "H", "H", "O", "H", "H", "O", "H", "H", "O", "H", "H", "O", "H", "H", "O", "H", "H"], "positions_angstrom": [[-3.865598, -2.799762, -0.184477], [-3.230213, -1.724755, 0.247503], [-2.343367, -0.837824, -0.577406], [-1.530963, -1.577319, -1.668139], [-1.692962, -1.036272, -3.078464], [-0.107565, -1.627115, -1.282335], [0.386003, -1.714014, -0.044126], [1.600698, -1.566801, 0.141320], [-4.083436, -2.991419, -1.231077], [-4.501777, -3.425632, 0.428113], [-3.069746, -1.541787, 1.305341], [-1.647331, -0.284323, 0.053285], [-2.737808, -0.008516, -1.154561], [-1.806912, -2.623828, -1.827454], [-2.744141, -0.884357, -3.331176], [-1.154986, -0.090260, -3.185043], [-1.502672, -1.754377, -3.872738], [0.544397, -1.376056, -1.993518], [-0.211068, -2.160225, 0.756108], [0.876740, -0.400693, 4.539673], [1.524279, 0.039963, 5.085483], [1.132514, -0.285532, 3.618602], [2.816959, 0.362628, -1.261367], [2.409577, -0.464405, -0.930956], [3.067448, 0.227337, -2.174831], [2.286766, 4.323076, 2.667296], [1.646961, 3.675796, 2.990720], [3.082383, 3.799912, 2.640017], [1.051389, 1.466395, 1.633070], [0.236085, 1.921052, 1.873632], [1.522017, 2.096137, 1.069041], [3.486062, -0.775732, 1.979740], [3.290210, 0.135691, 1.745182], [2.797175, -1.242643, 1.480545], [1.544284, 2.783103, -1.399949], [2.089189, 3.579657, -1.374561], [2.219702, 2.074405, -1.368510], [-1.496076, 2.452069, -0.744570], [-0.577613, 2.725672, -0.603263], [-1.306623, 1.530752, -0.966168]], "forces_ev_per_a": [[-1.47, 0.18, -0.37], [0.99, 0.10, 0.25], [0.74, 0.09, -1.22], [0.38, -1.34, -0.13], [-0.43, 0.57, -0.22], [-1.07, 0.53, 0.02], [1.64, -1.22, -0.55], [-0.58, 0.09, 0.12], [0.59, 0.10, -0.18], [0.40, 0.02, 0.51], [-0.60, -0.13, 0.13], [0.07, -0.36, 0.35], [-1.33, 0.06, 0.26], [-0.52, 0.00, 0.87], [-0.18, 0.50, 0.66], [-0.06, -0.07, -0.41], [1.11, -0.11, 0.14], [0.53, 0.19, -0.30], [-0.56, 0.54, -0.07], [-0.67, -0.25, -0.08], [0.35, 0.13, -0.10], [0.38, 0.14, 0.09], [0.07, 0.25, -0.13], [0.11, 0.07, 0.25], [0.16, -0.22, -0.18], [-0.53, -0.14, 0.03], [-0.08, 0.21, 0.02], [0.66, -0.11, -0.05], [0.06, 0.13, 0.09], [-0.04, -0.06, -0.05], [-0.16, -0.08, -0.16], [-0.17, 0.06, 0.07], [0.12, 0.13, 0.06], [0.15, -0.12, 0.09], [0.67, 0.20, 0.23], [-0.34, 0.16, -0.04], [-0.60, -0.30, 0.10], [0.64, -0.52, 0.13], [0.01, 0.55, -0.14], [-0.44, 0.06, -0.08]], "nbo_charge": [-0.3900, -0.1744, -0.4784, -0.0404, -0.6356, -0.5901, 0.5450, -0.6894, 0.1878, 0.2094, 0.2091, 0.2193, 0.2380, 0.2050, 0.2331, 0.2147, 0.2261, 0.3994, 0.1603, -0.9561, 0.4707, 0.4849, -0.9923, 0.5049, 0.4710, -0.9342, 0.4687, 0.4660, -0.9682, 0.4776, 0.4878, -0.9626, 0.4596, 0.4906, -0.9888, 0.4706, 0.5011, -0.9371, 0.4859, 0.4506]}